# 1
{
  "formula": "C27H48ClF11N2O5P",
  "method": "wB97M-V/def2-TZVPD",
  "species": ["N", "C", "C", "O", "C", "C", "C", "C", "F", "F", "C", "F", "F", "C", "C", "P", "O", "O", "O", "C", "C", "F", "F", "C", "F", "F", "C", "F", "F", "F", "N", "C", "C", "O", "Cl", "H", "H", "H", "H", "H", "H", "H", "H", "H", "H", "H", "H", "H", "H", "H", "H", "H", "H", "H", "H", "C", "C", "C", "C", "C", "C", "H", "H", "H", "H", "H", "H", "H", "H", "H", "H", "H", "H", "H", "H", "C", "C", "C", "C", "C", "C", "H", "H", "H", "H", "H", "H", "H", "H", "H", "H", "H", "H", "H", "H"],
  "positions_angstrom": [[2.7010, 0.6358, 3.3080], [2.9430, 0.9741, 1.8221], [4.1203, 2.1030, 1.6121], [5.2686, 1.3900, 0.9862], [3.6184, 3.4158, 0.7066], [3.3985, 2.8978, -0.8300], [2.1740, 3.4885, -1.7461], [0.6923, 3.7377, -1.0927], [0.3814, 2.8518, 0.0776], [-0.4445, 3.5983, -2.0312], [0.5850, 5.2932, -0.4869], [-0.2480, 5.3889, 0.7339], [1.9052, 5.9131, -0.2306], [2.3255, 2.4171, -3.0147], [1.4685, 2.6855, -4.3845], [0.0665, 1.3375, -4.4996], [0.5581, 0.0379, -5.3170], [-0.4533, 0.7518, -2.9437], [-1.3880, 1.9797, -5.2864], [3.9804, 2.3624, -3.0858], [4.7335, 2.5657, -4.5253], [4.3260, 1.3860, -5.3770], [4.3351, 3.8261, -5.2183], [6.3714, 2.5388, -4.4689], [6.9432, 1.8164, -3.3007], [6.9959, 3.9145, -4.4412], [7.0472, 1.8081, -5.8131], [8.5020, 2.2125, -5.7641], [7.0493, 0.3203, -5.7198], [6.5168, 2.3374, -7.0927], [4.5687, 3.0150, -1.8293], [5.1052, 4.4262, -1.9136], [6.6516, 4.6052, -1.3601], [7.3938, 5.6368, -1.8512], [7.4765, 3.5518, -0.0762], [3.4745, -0.0665, 3.5111], [1.7884, 0.0924, 3.3707], [3.3324, -0.0509, 1.3495], [1.9344, 1.2106, 1.2781], [4.5016, 2.4388, 2.6904], [5.8430, 0.9493, 1.6794], [4.4109, 4.2666, 0.8422], [2.5840, 3.7610, 1.1882], [3.2173, 1.7193, -0.8740], [2.3484, 4.5158, -2.3290], [0.0742, 5.9182, -1.3656], [2.0861, 1.2967, -2.6892], [0.9494, 3.7522, -4.3630], [2.0794, 2.6227, -5.3802], [-1.3950, 1.0332, -2.7214], [-2.1705, 1.6150, -4.7577], [4.2181, 1.2155, -2.8557], [5.2044, 2.2658, -1.4764], [4.4514, 5.1942, -1.2744], [5.1022, 4.8803, -3.0145], [-3.1388, -1.9876, 6.2400], [-3.6732, -1.2074, 5.0490], [-3.5731, -1.9876, 3.7329], [-2.1483, -2.3438, 3.3007], [-1.2071, -1.1479, 3.1336], [-1.6620, -0.1847, 2.0486], [-2.0778, -2.2273, 6.1241], [-3.2456, -1.3997, 7.1565], [-3.6915, -2.9240, 6.3689], [-3.1463, -0.2508, 4.9690], [-4.7256, -0.9618, 5.2339], [-4.0664, -1.4089, 2.9456], [-4.1533, -2.9163, 3.8280], [-2.2017, -2.8927, 2.3521], [-1.7093, -3.0394, 4.0245], [-0.2103, -1.5231, 2.8739], [-1.0929, -0.6107, 4.0810], [-1.7252, -0.6931, 1.0812], [-0.9500, 0.6409, 1.9533], [-2.6405, 0.2483, 2.2753], [-8.5880, -7.1622, 1.1451], [-7.3449, -6.9327, 1.9905], [-6.9970, -5.4477, 2.1465], [-6.6644, -4.7221, 0.8401], [-5.5050, -5.3269, 0.0437], [-4.1861, -5.2904, 0.7995], [-8.4602, -6.7850, 0.1263], [-8.8062, -8.2322, 1.0755], [-9.4562, -6.6652, 1.5902], [-6.5005, -7.4816, 1.5605], [-7.5129, -7.3617, 2.9854], [-6.1595, -5.3568, 2.8454], [-7.8426, -4.9354, 2.6267], [-6.4301, -3.6763, 1.0753], [-7.5538, -4.6931, 0.2009], [-5.3907, -4.7614, -0.8884], [-5.7341, -6.3564, -0.2509], [-3.9126, -4.2608, 1.0512], [-3.3863, -5.7145, 0.1847], [-4.2335, -5.8709, 1.7253]],
  "forces_ev_per_a": [[0.319, -1.023, -1.522], [-0.056, -1.446, -0.436], [-0.126, -0.671, 1.361], [-0.354, 0.699, 0.726], [0.471, -1.223, 0.798], [-2.204, -0.565, 0.427], [-0.794, -0.299, -2.224], [-1.084, -0.509, 2.324], [1.073, 2.030, -3.615], [3.503, 0.362, 2.448], [-1.076, 1.292, -0.035], [2.956, -0.541, -3.784], [-3.266, -2.049, -0.380], [-0.070, -0.872, 0.413], [-0.593, 1.236, 0.303], [-1.019, -5.711, -3.173], [-1.316, 5.661, 3.436], [-0.554, 2.227, -2.198], [1.829, -1.267, 3.287], [-0.199, -3.007, -1.441], [-0.878, 0.263, -1.181], [1.209, 3.945, 2.740], [1.122, -3.916, 2.086], [3.058, 0.716, -0.235], [-2.346, 2.223, -3.171], [-2.626, -4.420, 0.160], [3.126, -0.420, -1.520], [-5.101, -1.513, -0.258], [-0.474, 5.540, -0.547], [1.619, -2.251, 4.819], [-0.705, -0.044, 0.424], [1.413, 2.500, 0.064], [4.697, 6.063, -2.878], [-5.754, -7.386, 3.413], [-1.782, 1.256, -1.976], [-1.546, 1.118, 0.053], [1.597, 0.877, -0.108], [-0.652, 2.457, 0.398], [1.850, -0.090, 1.179], [-1.220, -0.343, -2.352], [-1.233, 0.946, -1.085], [-1.588, -1.545, -0.557], [2.312, -0.754, -1.312], [0.200, 2.543, 0.758], [0.098, -1.909, 1.730], [1.090, -1.113, 2.294], [0.207, 2.598, -0.399], [1.131, -2.197, 0.029], [-1.192, -0.192, 2.009], [1.789, -0.332, -0.294], [1.387, 0.683, -1.219], [-0.382, 2.410, -0.877], [0.584, 1.312, 0.006], [1.311, -2.009, -1.215], [0.178, -1.371, 2.326], [0.042, 0.086, 0.188], [-0.103, -0.123, -0.109], [-0.137, 0.083, 0.045], [0.066, -0.108, 0.103], [-0.027, -0.140, -0.032], [0.063, 0.195, -0.026], [-0.092, -0.015, 0.037], [0.026, -0.141, -0.048], [0.102, 0.074, 0.002], [-0.029, -0.029, -0.042], [0.119, 0.004, -0.076], [0.029, -0.045, -0.025], [0.100, 0.121, -0.017], [0.044, 0.062, 0.065], [-0.058, 0.041, -0.062], [-0.023, -0.039, 0.036], [-0.054, -0.055, -0.012], [-0.043, 0.044, 0.060], [-0.083, 0.025, -0.076], [0.103, -0.038, -0.050], [-0.054, -0.184, -0.086], [-0.020, 0.145, 0.112], [-0.012, -0.085, 0.129], [-0.104, -0.032, -0.092], [-0.087, 0.176, -0.008], [0.175, -0.158, -0.066], [-0.049, -0.031, 0.088], [-0.062, 0.132, -0.024], [0.066, -0.038, -0.090], [-0.010, 0.063, 0.037], [0.074, 0.060, -0.090], [0.000, 0.044, -0.035], [0.104, -0.078, -0.079], [0.019, -0.067, -0.034], [0.049, 0.005, 0.072], [-0.049, -0.080, 0.052], [-0.034, 0.076, 0.039], [-0.013, -0.065, 0.042], [-0.007, 0.069, 0.117], [0.030, 0.079, -0.063]],
  "lowdin_charge": [-0.038, -0.220, -0.282, -0.164, -0.036, -0.154, -0.067, -0.162, -0.012, 0.004, -0.083, 0.001, -0.037, -0.178, -0.162, 0.750, -0.371, -0.225, -0.217, -0.075, -0.123, 0.036, 0.027, -0.079, 0.034, 0.030, -0.134, 0.033, 0.056, 0.068, -0.047, -0.052, -0.538, -0.046, 0.656, 0.085, 0.070, 0.132, 0.108, 0.171, 0.125, 0.128, 0.151, 0.183, 0.180, 0.196, 0.157, 0.121, 0.112, 0.093, 0.088, 0.204, 0.160, 0.169, 0.170, -0.113, -0.270, -0.228, -0.224, -0.278, -0.111, 0.065, 0.073, 0.079, 0.097, 0.108, 0.099, 0.108, 0.099, 0.105, 0.095, 0.100, 0.076, 0.052, 0.071, -0.115, -0.272, -0.230, -0.229, -0.270, -0.114, 0.066, 0.072, 0.077, 0.098, 0.106, 0.094, 0.111, 0.106, 0.101, 0.104, 0.101, 0.059, 0.072, 0.069],
  "multiplicity": 1,
  "e_homo_ha": -0.4443,
  "e_lumo_ev": -4.0,
  "total_charge": 1,
  "homo_lumo_gap_ev": 8.10
}

***

# 2
{
  "formula": "C21H17Cl7N2O3SSm",
  "method": "wB97M-V/def2-TZVPD",
  "species": ["Sm", "Cl", "C", "C", "C", "Cl", "C", "O", "C", "Cl", "C", "H", "H", "Cl", "C", "C", "C", "C", "C", "Cl", "C", "S", "H", "H", "H", "Cl", "C", "C", "C", "Cl", "C", "O", "C", "C", "O", "C", "H", "H", "H", "N", "C", "C", "N", "H", "H", "H", "H", "H", "H", "H", "H", "H"],
  "positions_angstrom": [[-0.3537, -0.0085, -0.4599], [-4.0105, 6.2366, -0.6279], [-3.0891, 4.8433, -0.1959], [-2.5509, 4.0461, -1.1882], [-1.8192, 2.9322, -0.8196], [-1.1028, 1.9593, -2.0989], [-1.6027, 2.5404, 0.5134], [-0.9219, 1.4666, 0.8448], [-2.1518, 3.4110, 1.4766], [-1.8640, 3.0327, 3.1358], [-2.8819, 4.5326, 1.1410], [-2.6964, 4.2820, -2.2328], [-3.2853, 5.1639, 1.9198], [-1.1697, -1.8604, 1.4417], [-0.0116, -1.7412, 2.7345], [-0.4374, -2.0330, 4.0155], [0.4427, -1.9032, 5.0724], [1.7324, -1.4604, 4.8440], [2.1464, -1.1909, 3.5510], [3.7692, -0.6311, 3.3447], [1.2997, -1.3495, 2.4425], [1.8285, -1.2207, 0.7651], [-1.4534, -2.3658, 4.1787], [0.1191, -2.1335, 6.0773], [2.4262, -1.3362, 5.6635], [-2.9997, -5.9208, -4.2296], [-2.6684, -4.4358, -3.4131], [-3.7485, -3.6759, -2.9259], [-3.5219, -2.5023, -2.2627], [-4.8255, -1.5507, -1.6562], [-2.2035, -2.0134, -2.0274], [-2.0191, -0.9376, -1.3431], [-1.1277, -2.7863, -2.5697], [0.2185, -2.3431, -2.4875], [0.6251, -1.2485, -2.0391], [-1.3892, -4.0038, -3.2429], [-4.7578, -4.0337, -3.0762], [0.9714, -3.0443, -2.8709], [-0.5605, -4.5802, -3.6346], [4.6825, 0.5159, -0.0158], [4.2252, 1.7116, -0.7635], [2.8243, 1.5539, -1.3679], [1.6635, 1.7941, -0.4634], [5.3119, 0.7434, 0.7462], [5.1472, -0.1530, -0.6258], [3.8462, -0.0616, 0.4350], [4.9423, 1.8980, -1.5610], [4.2357, 2.5643, -0.0861], [2.7241, 0.5580, -1.8110], [2.7535, 2.2787, -2.1764], [1.3570, 2.7535, -0.5822], [1.9317, 1.7074, 0.5114]],
  "forces_ev_per_a": [[2.007, -0.809, 0.979], [-0.046, 0.077, -0.006], [0.098, -0.145, 0.027], [0.001, -0.009, -0.105], [-0.111, 0.238, 0.438], [-0.426, 0.993, -0.892], [-0.243, 0.682, 0.034], [-0.679, 1.819, 1.065], [0.098, -0.186, -0.041], [-0.044, 0.007, 0.047], [-0.023, 0.037, -0.032], [-0.012, 0.029, 0.011], [-0.008, -0.002, -0.003], [-0.484, -0.587, 0.329], [0.420, 0.108, 0.371], [-0.276, -0.057, -0.101], [0.026, 0.017, 0.090], [0.041, -0.013, -0.011], [-0.468, -0.089, -0.129], [0.352, 0.094, -0.161], [0.235, -0.067, -0.134], [0.853, 0.146, 0.335], [-0.009, 0.049, -0.002], [-0.007, 0.001, 0.002], [0.010, 0.024, -0.015], [-0.008, -0.069, -0.047], [-0.080, 0.046, 0.042], [0.116, -0.083, -0.048], [0.213, 0.279, 0.137], [-0.072, -0.099, -0.027], [-0.181, -0.581, -0.375], [-1.096, -0.748, -0.680], [-0.516, 0.201, 0.249], [0.304, -0.009, -0.126], [0.357, -1.032, -1.355], [0.171, 0.054, -0.015], [-0.022, 0.043, 0.018], [0.006, 0.057, -0.077], [-0.013, -0.020, 0.006], [-1.418, -1.529, 0.890], [-0.568, 0.612, -0.314], [-0.267, -0.065, 0.266], [0.812, 0.081, -0.349], [0.196, 0.055, 0.118], [0.097, -0.027, -0.044], [0.668, 0.765, -0.471], [0.050, 0.000, 0.066], [0.084, -0.040, 0.043], [0.065, 0.018, -0.023], [0.021, -0.086, -0.118], [-0.121, 0.030, 0.038], [-0.103, -0.208, 0.099]],
  "lowdin_charge": [1.219, 0.702, -0.674, -0.125, -0.515, 0.771, -0.458, -0.332, -0.581, 0.737, -0.113, 0.113, 0.114, 0.763, -0.629, -0.092, -0.064, -0.103, -0.673, 0.669, -0.683, 0.558, 0.115, 0.116, 0.110, 0.703, -0.663, -0.085, -0.570, 0.750, -0.358, -0.302, -0.119, -0.149, -0.216, -0.052, 0.118, 0.145, 0.121, 0.151, -0.144, -0.225, -0.069, 0.150, 0.165, 0.050, 0.133, 0.137, 0.103, 0.128, 0.085, 0.065],
  "multiplicity": 6,
  "e_homo_ha": [-0.3903, -0.3911],
  "e_lumo_ev": [-3.2, -3.2],
  "total_charge": 1,
  "homo_lumo_gap_ev": [7.44, 7.46],
  "s_squared": 8.758
}

***

Energy above the lowest of the compared OMol25 structures with the same formula, charge and spin
In order: 13.828, 0.726
Unit: eV
Max |F|
In order: 10.0, 2.4
Unit: eV Å⁻¹